A | Computed, not measured: a cluster of 40 separate species, H80O40 in total, with ωB97M-V/def2-TZVPD.

The gap between HOMO and LUMO comes out at 0.343 Ha. The value obtained for the LUMO energy is -0.4 eV.

Atoms and positions in Å:
H: -4.961 -0.893 -1.779
H: -6.146 0.115 -1.691
O: -5.771 -0.601 -2.233
H: 3.379 -3.487 -2.413
H: 4.164 -2.627 -1.324
O: 3.991 -3.551 -1.700
H: -2.002 3.526 1.387
H: -1.500 5.049 1.638
O: -1.838 4.233 1.970
H: 1.120 -1.614 -3.436
H: 1.843 -1.491 -2.079
O: 2.011 -1.566 -3.040
H: -3.056 -0.783 4.428
H: -3.328 -1.808 5.506
O: -3.195 -0.862 5.379
H: -3.835 -2.301 2.132
O: -3.244 -2.817 2.677
H: 1.987 1.989 -1.245
O: 1.935 2.427 -0.358
H: -0.736 3.177 -1.050
H: -1.861 2.542 -2.069
O: -1.401 2.520 -1.238
H: 2.254 1.019 5.478
H: 3.096 0.171 4.743
O: 2.345 0.043 5.390
H: -1.807 -3.554 -2.141
H: -1.644 -2.146 -1.769
O: -1.304 -2.796 -2.424
H: -4.602 2.028 -2.062
H: -3.763 0.675 -2.413
O: -3.768 1.640 -2.380
H: -3.671 1.505 0.241
O: -4.652 1.311 0.033
H: 4.368 2.427 4.053
H: 4.549 1.998 2.517
O: 4.448 1.647 3.474
H: -1.302 0.896 3.732
H: -0.448 -0.275 3.242
O: -0.876 0.522 2.986
H: -0.763 -0.429 -0.007
H: 0.618 -1.148 0.543
O: 0.204 -0.386 0.111
H: 2.782 -1.935 2.701
H: 3.392 -2.749 3.762
O: 2.583 -2.463 3.473
H: 4.503 1.425 -0.403
H: 5.769 1.750 0.260
O: 4.825 1.713 0.512
H: -3.234 -1.261 -4.350
H: -2.100 -1.387 -3.486
O: -3.125 -1.116 -3.412
H: -4.548 2.244 4.374
O: -3.760 1.722 4.243
H: -0.117 1.041 -2.786
H: 0.405 1.725 -4.112
O: 0.257 0.898 -3.637
H: 4.845 -1.144 2.635
O: 4.607 -0.706 1.859
H: 4.019 1.212 -3.176
H: 3.905 2.312 -1.946
O: 3.658 1.472 -2.317
H: 2.952 -3.604 0.694
H: 3.072 -5.092 0.332
O: 2.480 -4.325 0.254
H: -0.378 -4.340 0.021
H: -0.833 -4.464 -1.444
O: -1.025 -4.839 -0.525
H: -1.534 -3.102 -6.095
H: -1.037 -3.819 -5.029
O: -0.748 -3.036 -5.532
H: -0.062 -2.608 3.099
H: 0.999 -1.846 2.246
O: 0.014 -2.063 2.293
H: -0.616 -0.780 -5.901
H: -0.607 0.814 -5.948
O: -0.418 -0.004 -6.474
H: -1.267 0.937 1.742
H: -1.582 1.680 0.249
O: -1.853 1.676 1.179
H: -2.232 -1.944 0.516
H: -3.442 -2.652 -0.182
O: -2.630 -2.115 -0.370
H: -1.879 -4.498 1.106
H: -2.818 -5.710 0.820
O: -2.686 -4.926 1.392
H: 0.026 2.964 1.182
H: -0.166 2.856 2.594
O: 0.573 2.804 1.965
H: 3.147 4.887 -1.869
O: 2.624 4.102 -2.158
H: 0.834 5.160 -2.101
H: 0.254 6.464 -1.548
O: -0.021 5.579 -1.849
H: -3.997 0.804 4.491
H: -3.299 -3.786 2.468
H: 4.330 0.166 2.083
H: 1.647 1.832 0.308
H: -5.044 1.376 0.875
H: 2.285 4.079 -1.196
O: -2.572 6.327 0.577
H: -3.204 5.908 1.167
H: -2.391 5.662 -0.101
O: 1.042 -5.273 -2.086
H: 0.827 -5.400 -1.165
H: 1.789 -4.725 -2.348
O: -5.538 -1.525 1.209
H: -6.358 -1.975 1.435
H: -6.031 -0.867 0.652
O: 1.833 0.249 2.253
H: 1.071 0.796 2.122
H: 2.710 0.596 2.427
O: 4.909 -0.796 -3.322
H: 3.972 -0.896 -3.368
H: 5.283 -1.268 -2.560
O: 2.239 5.812 1.441
H: 1.459 5.686 0.870
H: 2.461 4.933 1.721
O: 3.963 -1.257 -0.810
H: 3.354 -0.534 -0.733
H: 4.608 -1.158 -0.077

These are the Löwdin partial charges, in e, on atoms 1 to 4: 0.01 0.03 -0.07 -0.01

---

B | Computed, not measured: a cluster of 40 separate species, H80O40 in total, with ωB97M-V/def2-TZVPD.

The gap between HOMO and LUMO comes out at 0.372 Ha. The value obtained for the LUMO energy is -0.7 eV.

Atoms and positions in Å:
H: -4.036 2.318 4.438
H: -3.674 3.220 3.208
O: -3.551 2.273 3.565
H: -1.305 -1.985 -1.750
H: -1.636 -3.518 -1.438
O: -1.402 -2.687 -1.058
H: 2.899 0.536 1.423
H: 1.772 -0.273 0.671
O: 2.351 0.597 0.650
H: -2.984 -0.773 3.992
H: -3.276 0.595 4.575
O: -2.838 -0.117 4.692
H: 2.827 -3.322 -2.243
H: 4.086 -2.911 -1.707
O: 3.390 -2.707 -2.424
H: -0.776 4.296 -3.061
O: -1.560 4.269 -2.610
H: -2.655 0.950 0.500
O: -2.655 1.642 1.119
H: 0.828 1.200 0.708
H: -0.691 1.351 0.393
O: -0.213 1.306 1.034
H: 3.921 -0.894 2.900
H: 5.120 -1.164 1.968
O: 4.738 -0.455 2.695
H: 1.908 3.827 2.280
H: 2.968 4.181 1.811
O: 1.972 4.601 1.712
H: 3.523 -1.312 0.728
H: 5.017 -1.341 0.450
O: 4.228 -1.870 0.431
H: 4.112 2.310 4.074
O: 4.381 2.492 3.066
H: -1.338 0.929 -4.910
H: -2.651 1.779 -4.554
O: -2.161 0.971 -4.681
H: -4.595 -2.267 3.509
H: -4.569 -2.387 2.046
O: -4.342 -2.934 2.776
H: 1.357 -3.934 5.092
H: 1.830 -4.361 3.907
O: 1.918 -3.628 4.412
H: 0.878 -6.108 -1.069
H: 0.032 -6.461 0.067
O: 0.122 -6.733 -0.903
H: 5.173 -4.338 -0.754
H: 3.911 -4.023 0.030
O: 4.614 -4.779 -0.028
H: -5.038 1.687 -0.114
H: -4.138 1.730 -1.297
O: -5.038 1.835 -1.039
H: -3.518 -2.028 -2.230
O: -3.024 -1.569 -2.892
H: -3.717 -0.861 0.592
H: -5.065 -0.898 -0.212
O: -4.216 -1.488 0.089
H: -1.170 -3.676 3.663
O: -0.877 -3.566 4.610
H: -2.136 0.852 -2.192
H: -2.201 2.201 -1.337
O: -2.465 1.228 -1.334
H: 2.347 1.871 -0.576
H: 1.833 1.845 -2.150
O: 2.370 2.384 -1.347
H: -0.334 -1.610 0.262
H: -0.156 -0.461 1.310
O: 0.301 -1.082 0.700
H: 4.956 -0.343 -1.577
H: 4.998 0.999 -0.963
O: 5.500 0.183 -1.020
H: 0.826 -4.143 -3.589
H: 0.431 -5.335 -2.853
O: 1.097 -4.654 -2.730
H: 0.310 -4.076 1.437
H: -0.652 -4.332 0.186
O: -0.404 -4.586 1.073
H: -1.925 5.065 3.913
H: -1.635 3.812 2.899
O: -2.250 4.259 3.520
H: -5.753 -1.811 -1.539
H: -5.695 -0.400 -2.191
O: -5.912 -1.390 -2.371
H: 1.794 0.057 3.752
H: 2.003 1.493 4.089
O: 2.355 0.663 4.437
H: 0.396 3.398 -0.567
H: -0.362 4.426 0.365
O: -0.461 3.789 -0.437
H: 2.163 -2.061 3.186
O: 2.281 -1.469 2.465
H: -1.054 -0.013 4.146
H: -0.784 1.530 3.984
O: -0.397 0.667 3.689
H: -3.690 -1.504 -3.591
H: -2.353 4.324 -2.988
H: -1.070 -2.643 5.002
H: -1.845 1.437 1.747
H: 4.674 1.632 2.892
H: 1.660 -1.760 1.820
O: -2.767 5.684 -0.620
H: -2.764 5.542 0.308
H: -1.844 5.872 -0.850
O: 2.135 -0.539 -1.981
H: 2.411 -1.214 -2.580
H: 2.811 -0.721 -1.387
O: -4.239 4.151 -2.821
H: -3.606 4.134 -2.070
H: -4.687 3.454 -2.839
O: 5.018 3.732 -1.919
H: 4.185 3.413 -1.412
H: 4.775 4.084 -2.743
O: 2.580 2.991 -5.102
H: 1.717 2.423 -5.194
H: 2.120 3.752 -4.956
O: -0.811 -3.454 -4.907
H: -0.119 -2.998 -5.441
H: -1.146 -2.923 -4.240
O: 1.053 -0.303 -4.518
H: 1.499 -1.193 -4.154
H: 1.753 0.148 -5.004

These are the Löwdin partial charges, in e, on atoms 1 to 4: 0.08 0.07 -0.14 0.06

---

C | Computed, not measured: a cluster of 40 separate species, H80O40 in total, with ωB97M-V/def2-TZVPD.

The gap between HOMO and LUMO comes out at 0.343 Ha. The value obtained for the LUMO energy is -0.4 eV.

Atoms and positions in Å:
H: 4.240 0.505 1.387
H: 4.071 1.549 2.613
O: 3.972 0.654 2.290
H: -2.009 -0.458 4.007
H: -1.722 -1.997 4.435
O: -2.093 -1.355 3.950
H: 1.346 1.951 3.605
H: 1.373 3.712 3.619
O: 1.788 2.854 3.460
H: 3.614 1.788 -3.840
H: 3.466 1.289 -2.445
O: 4.025 1.107 -3.294
H: -2.499 0.637 -4.631
H: -3.717 -0.367 -4.486
O: -3.382 0.437 -4.798
H: 0.608 3.082 -4.203
O: -0.089 3.400 -4.816
H: 1.060 -0.324 -2.696
O: 1.541 0.339 -2.291
H: 0.572 -2.548 -0.311
H: 0.150 -4.032 -0.438
O: 0.713 -3.404 0.069
H: 2.888 1.187 0.543
H: 1.695 1.240 -0.527
O: 2.279 1.680 -0.071
H: -1.800 4.803 -1.696
H: -0.242 4.041 -1.801
O: -1.219 3.883 -1.854
H: -3.396 -1.060 5.192
H: -4.804 -1.065 4.432
O: -4.354 -0.889 5.307
H: 0.814 2.917 0.801
O: 0.434 3.851 0.718
H: 5.995 -1.058 -1.758
H: 4.537 -1.154 -1.995
O: 5.209 -1.631 -1.849
H: -0.293 -0.450 -1.635
H: -1.663 -0.572 -0.888
O: -0.805 -0.994 -1.088
H: -0.641 -4.464 3.651
H: -1.555 -4.130 2.371
O: -1.478 -4.789 3.178
H: 1.002 -4.517 2.661
H: 2.341 -4.426 3.114
O: 1.475 -4.585 3.527
H: 0.311 -1.990 -4.707
H: 0.101 -2.856 -3.658
O: 0.722 -2.699 -4.483
H: 5.772 -0.074 1.237
H: 6.132 0.510 2.638
O: 6.547 0.420 1.811
H: 5.124 -1.794 0.287
O: 4.357 -1.421 0.808
H: -3.640 0.838 5.505
H: -4.182 1.364 4.356
O: -3.510 1.463 4.972
H: -3.649 -1.426 2.009
O: -3.862 -0.750 1.223
H: -2.687 2.312 0.906
H: -1.708 2.883 -0.472
O: -2.115 2.095 0.136
H: 3.756 2.872 -1.028
H: 4.522 2.515 -2.287
O: 4.279 3.267 -1.836
H: 1.924 -5.947 -2.521
H: 1.840 -4.534 -3.375
O: 1.566 -5.424 -3.358
H: -3.557 -2.095 -1.923
H: -2.060 -1.926 -2.224
O: -2.773 -2.617 -2.164
H: 0.180 0.624 1.719
H: -0.718 1.241 0.342
O: 0.053 0.781 0.828
H: -1.198 1.226 4.887
H: -0.113 0.045 5.008
O: -0.282 1.022 4.807
H: -5.747 -1.394 -2.093
H: -5.344 -0.820 -0.798
O: -5.290 -1.572 -1.219
H: -4.365 4.139 3.394
H: -4.063 2.837 2.820
O: -4.121 3.716 2.594
H: 0.598 0.684 -5.546
H: 0.351 -0.748 -6.142
O: 0.106 -0.216 -5.442
H: 2.411 -1.798 -3.838
H: 3.297 -1.499 -5.191
O: 2.609 -0.999 -4.617
H: -2.802 1.145 -1.586
O: -3.249 0.512 -2.013
H: 2.049 -1.008 0.828
H: 1.224 -0.631 -0.458
O: 2.046 -1.188 -0.180
H: 3.784 -1.678 0.086
H: -0.896 3.532 -4.289
H: -4.634 -1.006 0.728
H: 2.260 0.465 -3.033
H: 1.090 4.630 0.817
H: -3.349 0.876 -2.890
O: 0.170 -1.449 5.230
H: 0.954 -1.386 4.655
H: 0.635 -1.880 6.134
O: -1.786 -2.818 1.005
H: -1.188 -2.050 1.334
H: -1.777 -2.735 0.068
O: -1.580 -4.568 -0.560
H: -2.010 -4.425 -1.316
H: -1.461 -5.247 -0.067
O: -3.710 3.771 -0.681
H: -4.153 4.483 -0.350
H: -3.540 3.788 -1.609
O: -1.724 5.300 0.169
H: -2.546 4.821 0.582
H: -0.927 4.897 0.477
O: 1.877 -1.138 3.059
H: 2.358 -0.174 3.005
H: 2.664 -1.533 3.093
O: 1.654 3.488 -2.593
H: 1.946 4.376 -2.368
H: 1.600 3.194 -1.687

These are the Löwdin partial charges, in e, on atoms 1 to 4: 0.00 0.08 -0.06 -0.02

---

D | Computed, not measured: a cluster of 40 separate species, H80O40 in total, with ωB97M-V/def2-TZVPD.

The gap between HOMO and LUMO comes out at 0.350 Ha. The value obtained for the LUMO energy is -0.6 eV.

Atoms and positions in Å:
H: -1.992 -3.297 3.502
H: -2.685 -4.125 4.519
O: -2.227 -4.225 3.665
H: 1.927 -4.532 -2.587
H: 0.848 -5.557 -2.957
O: 1.831 -5.447 -2.838
H: 2.925 2.488 2.481
H: 1.780 2.636 1.180
O: 2.041 2.342 2.073
H: -0.048 1.174 3.941
H: -0.639 0.032 3.294
O: -0.894 0.695 3.978
H: 4.699 -2.264 -1.114
H: 4.147 -0.920 -1.705
O: 3.938 -1.685 -1.155
H: 4.293 -4.436 1.863
O: 4.302 -3.864 1.104
H: -3.531 1.070 -0.518
O: -3.803 0.377 0.100
H: -5.110 3.562 -0.448
H: -6.194 2.431 -0.806
O: -5.358 2.645 -0.389
H: -5.496 -2.362 0.741
H: -6.237 -3.377 1.596
O: -5.449 -2.830 1.598
H: -1.876 2.788 -0.011
H: -0.939 2.238 -1.109
O: -1.808 2.158 -0.718
H: -1.033 0.358 -5.756
H: -1.275 -0.640 -4.485
O: -0.777 0.128 -4.853
H: -3.083 -1.311 3.338
O: -2.221 -1.436 2.937
H: -3.037 4.897 -3.260
H: -2.853 3.590 -2.392
O: -3.484 4.270 -2.660
H: 4.971 0.431 1.236
H: 5.554 1.388 2.246
O: 5.067 0.572 2.182
H: 0.026 -2.324 0.969
H: -1.448 -1.751 0.284
O: -0.581 -1.602 0.715
H: -3.917 -3.530 0.923
H: -3.134 -4.798 1.243
O: -3.459 -4.264 0.474
H: 3.586 3.785 -1.154
H: 5.006 3.610 -1.760
O: 4.409 4.238 -1.318
H: -2.212 -4.435 -1.435
H: -1.275 -4.505 -0.258
O: -1.262 -4.475 -1.226
H: 0.362 4.269 0.324
O: 1.320 4.331 0.430
H: -2.354 -2.376 -3.518
H: -1.149 -3.153 -3.220
O: -1.806 -3.070 -3.920
H: 1.939 -0.737 6.293
O: 1.521 -1.504 6.690
H: 1.624 3.869 -4.678
H: 0.613 3.021 -5.357
O: 0.771 3.428 -4.485
H: 0.164 -0.188 0.729
H: 1.335 1.001 1.605
O: 1.018 0.259 0.921
H: 4.331 2.624 1.118
H: 5.317 3.397 0.076
O: 5.181 2.648 0.683
H: 2.469 2.047 -1.144
H: 2.023 1.072 0.037
O: 2.771 1.280 -0.608
H: -4.041 0.766 -2.183
H: -4.518 0.750 -3.626
O: -4.230 0.170 -2.914
H: 1.274 -0.764 -3.653
H: 0.809 0.621 -4.393
O: 1.461 0.156 -3.847
H: -0.416 1.459 0.857
H: -0.980 2.676 1.568
O: -0.168 2.186 1.426
H: -4.651 2.085 3.882
H: -4.638 2.211 2.425
O: -4.127 2.488 3.184
H: -6.660 -1.444 -0.430
H: -7.025 -2.984 -0.950
O: -7.124 -2.025 -1.040
H: 0.342 -0.045 -1.759
H: -0.255 -1.137 -1.151
O: -0.426 -0.613 -1.948
H: -1.338 6.186 -1.208
O: -1.914 5.625 -0.655
H: 2.322 1.124 -5.765
H: 0.899 1.304 -5.820
O: 1.683 1.751 -6.150
H: 1.510 4.882 -0.347
H: 4.196 -4.230 0.203
H: 1.245 -2.229 6.121
H: -4.485 0.914 0.537
H: -2.063 -0.708 2.307
H: -2.680 6.174 -0.435
O: -1.848 3.477 4.359
H: -2.573 2.865 4.210
H: -2.213 4.298 4.017
O: 4.546 2.982 3.347
H: 5.374 3.290 2.949
H: 5.033 2.279 3.845
O: 2.840 -1.284 -5.788
H: 2.412 -2.169 -5.812
H: 2.997 -1.130 -4.855
O: 0.857 -4.979 3.430
H: -0.005 -4.689 3.796
H: 1.402 -4.318 3.878
O: 4.088 -2.039 3.543
H: 3.660 -2.045 2.685
H: 4.289 -1.090 3.666
O: -0.966 -5.654 1.474
H: -0.139 -5.343 1.883
H: -0.777 -6.557 1.216
O: 5.452 0.882 -1.146
H: 6.013 0.159 -0.855
H: 6.095 1.584 -1.322

These are the Löwdin partial charges, in e, on atoms 1 to 4: 0.01 0.06 -0.06 0.01

---

The structure with the least stability is C.

---

A | Computed, not measured: the molecule ClH2NOS2, with ωB97M-V/def2-TZVPD.

The SMILES is O=[S@H](=S)NCl. The gap between HOMO and LUMO comes out at 0.296 Ha. The value obtained for the LUMO energy is -1.2 eV.

Atoms and positions in Å:
N: 0.987 -0.274 -0.250
O: -0.360 1.726 0.375
S: -2.393 -0.622 0.957
S: -0.580 0.404 -0.021
Cl: 2.104 -0.486 1.065
H: 1.134 -1.220 -0.637
H: -0.893 0.471 -1.489

These are the Löwdin partial charges, in e, on atoms 1 to 4: -0.68 -0.45 0.03 0.39

---

B | Computed, not measured: the molecule ClH2NOS2, with ωB97M-V/def2-TZVPD.

The SMILES is N[S@](=O)(=S)Cl. The gap between HOMO and LUMO comes out at 0.353 Ha. The value obtained for the LUMO energy is -0.8 eV.

Atoms and positions in Å:
N: -0.941 0.001 0.274
O: 0.850 0.131 -1.570
S: 1.442 -1.511 0.785
S: 0.603 -0.144 -0.151
Cl: 0.893 1.874 0.620
H: -1.453 -0.837 0.490
H: -1.395 0.485 -0.449

These are the Löwdin partial charges, in e, on atoms 1 to 4: -0.23 -0.45 0.35 -0.02

---

The structure with the least stability is A.